Entry 1:
22
Properties=species:S:1:pos:R:3:forces:R:3 method="wB97M-V/def2-TZVPD" e_homo_ev="-10.886 / -10.669" de_lowest_kj_mol=0.0 spin_multiplicity=5 orbital_gap_ev="11.640 / 7.632"
Co 0.143 -0.173 -0.052 0.43 -0.58 0.08
C -0.313 -1.452 -3.682 0.53 0.62 -0.93
C 0.310 -1.187 -2.287 -2.42 0.18 -2.80
O 1.003 -0.193 -2.037 1.12 1.50 0.64
O -0.239 -1.792 -1.362 -0.78 -0.98 2.77
H -1.146 -0.774 -3.866 -0.21 0.38 0.92
H -0.774 -2.414 -3.908 0.61 -0.27 0.64
H 0.290 -1.130 -4.531 0.68 -0.40 0.23
C 3.278 0.030 2.538 -0.25 -0.42 -1.81
C 2.071 -0.068 1.554 1.06 -0.36 0.74
O 1.522 0.972 1.137 -0.91 0.72 -0.55
O 1.629 -1.170 1.102 -0.47 -0.04 -0.19
H 4.057 -0.647 2.188 -0.29 -0.57 0.10
H 3.022 -0.229 3.566 -0.06 0.38 -0.15
H 3.769 0.985 2.352 -0.56 0.35 0.70
C -3.181 1.682 1.306 0.25 -1.31 -0.25
C -1.972 0.900 0.659 -1.19 0.63 1.42
O -1.249 1.415 -0.203 1.13 1.04 -1.36
O -1.639 -0.275 1.000 0.14 -0.55 0.61
H -3.957 0.953 1.540 -0.12 -0.18 -0.46
H -3.595 2.473 0.682 0.36 -0.23 -0.20
H -3.031 2.093 2.304 0.95 0.07 -0.15



Entry 2:
30
Properties=species:S:1:pos:R:3:forces:R:3 method="wB97M-V/def2-TZVPD" e_homo_ev="-1.406 / -2.076" de_lowest_kj_mol=0.0 spin_multiplicity=6 total_charge=-2 orbital_gap_ev="6.157 / 4.261"
Cr -1.794 13.258 19.464 0.18 0.42 -0.07
N -4.466 12.922 21.303 -1.31 4.01 -0.25
O -4.886 14.058 21.657 1.01 0.30 0.32
O -3.301 12.834 20.857 0.19 -1.24 0.69
O -5.283 12.046 21.320 -0.29 -3.29 -0.09
N -4.110 12.992 17.139 -2.33 2.63 -1.82
O -3.284 12.678 17.970 3.16 -0.84 2.49
O -4.056 14.044 16.493 1.24 0.40 -0.22
O -5.096 12.304 16.992 -1.67 -2.32 -0.18
C 1.152 15.017 18.311 2.17 0.24 -0.49
C 0.164 14.616 17.263 -0.90 0.52 3.02
O -0.144 15.435 16.350 0.03 0.14 -1.13
O -0.576 13.651 17.410 0.28 -0.50 -1.15
H 1.781 15.830 17.947 -0.19 0.45 -0.24
H 1.905 14.237 18.419 -0.24 -0.51 0.13
H 0.841 15.303 19.316 -0.99 -0.33 -0.35
C -3.431 16.941 20.188 0.24 1.73 0.38
C -2.553 16.183 19.227 -2.64 -1.19 -1.11
O -2.846 16.203 18.034 0.30 1.19 -0.42
O -1.744 15.366 19.715 2.26 -1.80 1.38
H -3.506 17.917 19.709 -0.38 0.36 0.18
H -3.000 17.092 21.178 0.22 -0.21 0.01
H -4.443 16.569 20.351 0.24 -0.52 -0.43
C 1.254 11.012 21.154 0.10 0.28 0.11
C 0.100 11.808 20.578 -0.02 1.09 0.12
O -0.549 11.354 19.633 -0.78 -1.50 -1.40
O -0.149 12.983 20.955 0.30 0.71 0.65
H 1.432 11.193 22.214 -0.41 -0.11 0.08
H 2.154 11.408 20.682 0.11 -0.19 -0.30
H 1.127 9.955 20.920 0.13 0.10 0.09



Entry 3:
16
Properties=species:S:1:pos:R:3:forces:R:3 method="wB97M-V/def2-TZVPD" e_homo_ev=-9.135 de_lowest_kj_mol=194.5 orbital_gap_ev=10.308
C -0.343 0.878 -0.868 1.24 -1.28 1.23
C 1.318 0.811 1.106 -0.83 -1.48 -3.35
C 1.079 1.257 -0.345 -0.91 -1.62 0.08
C -0.003 -0.606 -0.668 1.76 -1.30 -0.24
C 1.392 -0.235 -0.147 -1.33 2.70 2.14
C -0.777 -1.464 0.235 -2.04 1.17 -0.74
F 2.528 -0.945 -0.240 0.31 -0.18 -0.64
H -1.197 1.037 -0.267 -0.76 1.12 1.11
H -0.630 1.124 -1.849 0.20 0.45 -1.42
H 2.296 1.124 1.370 0.65 -0.12 0.72
H 0.519 0.770 1.831 0.03 0.17 0.05
H 1.733 1.874 -0.877 0.72 1.42 -0.38
H -0.067 -1.245 -1.543 1.03 0.66 -0.99
H -0.993 -0.977 1.128 -0.19 0.59 2.03
H -0.355 -2.402 0.361 0.89 -1.76 0.40
H -1.728 -1.565 -0.262 -0.76 -0.54 0.00



Entry 4:
18
Properties=species:S:1:pos:R:3:forces:R:3 method="wB97M-V/def2-TZVPD" e_homo_ev="-7.080 / -6.047" de_lowest_kj_mol=67.5 orbital_gap_ev="7.878 / 6.912"
C -0.083 -1.595 -0.339 -1.69 0.02 1.00
C 1.193 0.074 1.387 -2.01 1.03 0.20
C -1.258 -0.798 -0.955 -0.34 -2.42 -3.46
C 0.064 -0.360 0.485 1.19 -0.03 2.27
C 2.144 0.416 0.230 0.77 1.43 -0.88
C -1.256 1.675 0.005 -2.34 -1.08 -0.41
N -0.862 0.335 -0.232 1.23 -0.01 0.91
F 2.765 -0.636 -0.307 0.26 -1.09 0.10
F 1.748 1.132 -0.958 -0.46 -0.53 2.10
H -0.388 -2.560 0.089 0.24 0.42 0.35
H 0.727 -1.759 -0.974 1.42 -0.19 -1.29
H 0.980 0.943 2.178 0.47 -1.65 -2.12
H 1.583 -0.784 1.992 -0.11 0.77 -0.95
H -1.143 -0.743 -2.075 -0.33 0.37 0.89
H -2.193 -1.351 -0.768 -0.14 0.89 0.37
H -1.792 1.682 0.935 -0.59 0.53 0.55
H -0.387 2.193 0.097 2.45 1.92 0.37
H -1.843 2.136 -0.791 -0.02 -0.37 -0.01



Entry 5:
20
Properties=species:S:1:pos:R:3:forces:R:3 method="wB97M-V/def2-TZVPD" e_homo_ev=-3.304 de_lowest_kj_mol=0.0 total_charge=-1 orbital_gap_ev=7.052
C 0.764 -0.603 1.135 -2.35 1.24 1.30
C -1.282 0.112 0.109 0.57 1.18 0.54
C 0.410 0.209 2.451 2.59 -0.64 -0.79
C -0.069 -1.670 -1.008 1.14 -0.49 -0.40
C 1.058 1.243 -1.271 0.83 0.65 0.49
C -0.111 -0.661 0.047 -0.77 0.71 0.73
N 0.428 1.201 -2.358 -2.02 0.74 0.46
O -2.157 -0.140 -0.925 -0.22 -0.57 -0.67
O 1.758 -1.279 1.200 2.78 -1.45 0.16
O -1.518 1.034 0.888 -1.17 0.16 -0.60
F 0.759 2.228 -0.319 0.55 -1.17 -0.62
H -0.155 1.110 2.439 -0.43 0.18 -0.19
H 1.430 0.389 2.808 -0.01 0.39 0.15
H 0.082 -0.525 3.154 -0.86 -0.51 0.47
H -0.948 -2.227 -0.890 -1.23 -1.48 -0.04
H 0.799 -2.340 -1.033 -0.08 0.35 0.27
H -0.197 -1.187 -1.950 0.24 0.27 -1.04
H 2.052 0.696 -1.029 -1.94 1.04 -0.40
H -2.555 0.686 -1.193 -0.40 0.40 0.42
H -0.546 1.724 -2.256 2.76 -1.00 -0.21



Entry 6:
17
Properties=species:S:1:pos:R:3:forces:R:3 method="wB97M-V/def2-TZVPD" e_homo_ev=-9.562 de_lowest_kj_mol=30.7 orbital_gap_ev=10.701
C -1.342 2.153 0.062 -0.51 0.14 -0.17
C 0.069 0.333 0.479 0.60 -0.34 -0.09
C 1.513 -0.071 0.644 -0.53 -1.06 -0.75
C 1.724 -1.291 0.135 0.47 0.94 0.35
C 0.478 -1.869 -0.460 0.36 -0.71 -0.10
C -0.411 -0.678 -0.588 -0.50 0.85 1.40
H -2.004 1.596 -0.636 0.38 0.07 0.42
H -1.763 2.084 1.089 0.06 0.21 -0.56
H -1.321 3.191 -0.310 0.09 -0.38 0.45
H -0.466 0.190 1.423 -0.29 -0.01 0.09
H 2.240 0.560 1.093 0.43 0.40 0.37
H 2.700 -1.772 0.126 -0.29 -0.09 0.01
H 0.662 -2.384 -1.400 -0.08 -0.09 -0.07
H 0.001 -2.562 0.223 -0.07 -0.40 0.18
H -0.301 -0.180 -1.512 0.11 0.48 -1.33
O -0.014 1.668 0.065 -0.15 0.27 -0.16
F -1.764 -0.968 -0.434 -0.06 -0.28 -0.04



Entry 7:
19
Properties=species:S:1:pos:R:3:forces:R:3 method="wB97M-V/def2-TZVPD" e_homo_ev=-12.644 de_lowest_kj_mol=125.2 total_charge=+1 orbital_gap_ev=8.280
C -0.374 2.218 -0.630 -0.90 2.18 -2.03
C -0.562 -0.018 -0.279 -0.34 -0.79 0.42
C -1.677 -1.129 -0.492 1.31 0.79 0.64
C -0.132 0.324 1.183 0.59 0.21 -1.07
C 0.527 1.503 1.366 0.47 -1.57 1.11
C 0.653 -0.568 -1.155 0.83 5.85 0.24
N -1.049 1.194 -0.863 -0.70 -1.24 -0.89
N -1.638 -2.169 0.289 -2.45 -1.70 -1.70
N 0.591 2.368 0.257 0.59 -3.55 2.34
I -2.939 -0.919 -2.149 0.52 -0.36 0.96
H -0.546 3.143 -1.189 -0.42 -0.27 -0.01
H -0.991 -2.225 1.057 0.18 0.01 0.22
H -0.159 -0.463 1.908 -0.02 0.10 0.66
H 1.102 1.758 2.354 -1.38 -0.30 -2.23
H 0.619 0.051 -2.130 -0.01 -1.41 1.32
H 0.813 -1.550 -1.312 -0.12 -3.41 -0.48
H 1.584 -0.193 -0.614 -1.10 -0.44 -0.71
H -2.285 -3.035 0.101 1.67 2.24 0.58
H 0.826 3.255 0.459 1.27 3.67 0.63



Entry 8:
19
Properties=species:S:1:pos:R:3:forces:R:3 method="wB97M-V/def2-TZVPD" e_homo_ev="-7.610 / -7.650" de_lowest_kj_mol=377.4 orbital_gap_ev="6.262 / 6.333"
C 1.308 -1.129 -0.700 -1.44 -2.37 -1.89
C 0.625 -0.462 0.225 -0.57 1.37 0.84
C 2.682 -0.627 -1.023 -2.64 2.52 -1.07
C 2.512 0.802 -0.413 -1.09 -0.32 -1.00
C -2.018 -0.581 0.260 -1.90 1.58 -0.26
C -0.714 -0.860 0.942 2.53 0.34 -1.04
N 1.474 0.624 0.682 0.79 -0.22 -0.01
P -0.885 -3.869 -2.091 1.34 1.57 0.71
S 0.659 -2.574 -2.070 -0.03 0.33 0.87
I 0.778 2.402 1.574 0.11 -1.14 -0.80
H 3.420 -1.089 -0.523 2.61 -2.27 1.64
H 2.903 -0.552 -2.102 -0.04 -0.15 0.53
H 3.477 1.286 -0.128 -1.14 -0.19 0.00
H 1.977 1.233 -1.290 0.56 1.01 0.77
H -2.557 0.285 0.702 0.07 -0.70 0.36
H -2.727 -1.479 0.229 1.17 1.35 -0.11
H -1.852 -0.118 -0.720 0.02 -0.90 -0.30
H -0.617 -1.900 0.783 0.20 -1.51 0.90
H -0.561 -0.553 1.984 -0.54 -0.28 -0.16



Entry 9:
20
Properties=species:S:1:pos:R:3:forces:R:3 method="wB97M-V/def2-TZVPD" e_homo_ev=-8.547 de_lowest_kj_mol=0.0 orbital_gap_ev=8.486
O 1.188 -0.810 -0.054 0.09 -0.79 -0.59
C 1.566 -0.180 -1.205 -0.10 -0.01 0.55
C 2.798 0.269 -1.447 0.05 0.21 -0.01
H 0.765 -0.063 -1.945 0.14 -0.08 0.05
H 3.021 0.723 -2.414 -0.05 -0.15 0.23
H 3.601 0.158 -0.717 -0.31 0.00 -0.22
O -1.774 0.482 0.288 -0.50 0.00 -0.49
C -0.569 1.053 0.413 -0.94 -0.62 1.44
O -0.593 2.281 0.433 1.42 -0.72 -0.32
Li 1.315 2.132 -0.144 0.18 -0.15 0.84
O 1.733 0.931 1.348 -0.03 -0.03 0.21
C 0.871 0.033 1.096 0.16 2.27 -1.73
H 0.543 -0.682 1.872 -0.37 0.38 -0.30
C -1.951 -0.717 -0.487 0.27 -0.09 0.18
H -2.835 -0.524 -1.107 0.26 -0.06 0.08
H -1.079 -0.858 -1.138 -0.27 -0.07 0.19
C -2.176 -1.909 0.419 -0.03 -0.20 0.06
H -1.402 -1.959 1.198 -0.18 -0.02 -0.30
H -3.157 -1.843 0.908 0.28 -0.04 -0.10
H -2.134 -2.831 -0.176 -0.07 0.17 0.21



Entry 10:
16
Properties=species:S:1:pos:R:3:forces:R:3 method="wB97M-V/def2-TZVPD" e_homo_ev=-8.527 de_lowest_kj_mol=490.6 orbital_gap_ev=9.653
C 0.521 -0.881 2.155 1.18 0.41 0.71
C 0.498 1.151 -0.026 2.31 -0.70 3.80
C 0.283 -0.234 -0.169 -2.41 0.75 -1.92
C -0.949 -0.257 -1.034 -0.88 -2.46 -0.54
C 0.696 2.395 -0.366 -0.12 0.44 0.58
C -1.197 -1.167 -1.985 -0.16 0.26 0.69
N 0.149 0.173 1.235 -0.77 1.08 -3.11
H 1.099 -0.873 -0.505 0.11 -0.08 0.23
H -1.704 0.507 -0.861 0.28 0.01 0.24
H 1.471 -1.361 1.870 -0.04 0.03 0.22
H -0.245 -1.668 2.196 -0.04 0.36 -0.39
H 0.598 -0.489 3.173 0.16 0.01 -0.14
H 0.484 2.740 -1.372 0.37 -0.28 -0.08
H 0.976 3.138 0.373 -0.30 -0.03 -0.04
H -0.537 -2.006 -2.169 0.12 0.07 -0.05
H -2.144 -1.166 -2.513 0.19 0.15 -0.19



Entry 11:
16
Properties=species:S:1:pos:R:3:forces:R:3 method="wB97M-V/def2-TZVPD" e_homo_ev=-7.770 de_lowest_kj_mol=8.1 orbital_gap_ev=8.831
C -1.338 1.477 -0.070 -0.02 0.11 -0.06
C -0.099 0.640 -0.092 0.00 -0.08 -0.01
C 0.086 -0.712 0.104 -0.03 0.15 -0.06
C -0.984 -1.729 0.391 -0.03 -0.02 0.01
C 1.484 -0.956 -0.018 0.07 -0.06 -0.01
C 2.106 0.236 -0.283 0.05 -0.03 0.02
N 1.134 1.198 -0.323 -0.07 0.14 -0.02
H -2.146 1.001 -0.635 0.09 0.02 0.14
H -1.157 2.455 -0.538 -0.03 -0.20 0.13
H -1.695 1.659 0.953 0.03 -0.05 -0.20
H -0.560 -2.741 0.390 -0.11 0.23 0.00
H -1.787 -1.704 -0.360 0.19 0.01 0.17
H -1.446 -1.563 1.374 0.07 -0.06 -0.19
H 1.974 -1.916 0.072 -0.03 0.07 0.00
H 3.147 0.479 -0.449 -0.19 -0.05 0.03
H 1.281 2.175 -0.516 0.02 -0.17 0.04



Entry 12:
16
Properties=species:S:1:pos:R:3:forces:R:3 method="wB97M-V/def2-TZVPD" e_homo_ev=-9.141 de_lowest_kj_mol=305.9 orbital_gap_ev=10.218
C 3.370 0.442 0.244 0.06 0.03 0.02
C 2.013 -0.026 -0.046 -0.49 -0.17 -0.08
C 0.898 -0.424 -0.271 0.48 0.15 0.09
C -0.449 -0.917 -0.587 0.06 -0.05 -0.14
N -1.417 -0.605 0.460 0.11 -0.08 0.03
C -2.745 -0.244 -0.002 -0.25 -0.06 -0.10
C -1.830 0.780 0.560 0.04 0.26 0.06
H 3.887 0.746 -0.672 -0.11 -0.05 0.12
H 3.961 -0.346 0.721 -0.10 0.11 -0.07
H 3.348 1.304 0.919 -0.01 -0.12 -0.09
H -0.755 -0.509 -1.568 0.04 0.01 0.17
H -0.417 -2.008 -0.694 -0.01 0.15 -0.02
H -3.578 -0.633 0.579 0.15 0.07 -0.06
H -2.918 -0.208 -1.080 0.06 -0.04 0.18
H -1.395 1.499 -0.135 -0.04 -0.15 0.08
H -1.971 1.149 1.573 0.01 -0.05 -0.18